[1]
A structure of composition C56H45Cl6FNNaO6Sb2. Source: the OMol25 dataset; level of theory: wB97M-V/def2-TZVPD.

Structure (XYZ):
```
118
C56H45Cl6FNNaO6Sb2 | the OMol25 dataset | wB97M-V/def2-TZVPD
Na 0.1957 -0.3583 -1.1364
C 1.3635 1.1794 2.1045
C 2.3319 0.1129 1.5657
C 2.8918 0.3966 0.1721
Sb 4.4078 1.9089 -0.2366
C 5.2445 2.1424 1.7991
C 6.6372 2.2332 1.8322
C 7.3414 2.3836 3.0212
C 6.6603 2.4372 4.2261
C 5.2761 2.3427 4.2259
C 4.5849 2.1979 3.0299
C 3.3080 3.7751 -0.1593
C 3.0587 4.4203 -1.3713
C 2.4461 5.6642 -1.4113
C 2.0719 6.2957 -0.2346
C 2.3216 5.6764 0.9788
C 2.9406 4.4323 1.0123
Sb -0.7607 0.6873 2.1078
C -1.4576 2.7066 1.8304
C -0.7804 3.6344 1.0440
C -1.3450 4.8687 0.7461
C -2.6003 5.1962 1.2319
C -3.2909 4.2828 2.0163
C -2.7242 3.0508 2.3055
C -0.9201 0.6685 4.2467
C -0.8157 1.7912 5.0642
C -0.9127 1.6756 6.4436
C -1.1092 0.4295 7.0232
C -1.2092 -0.6964 6.2211
C -1.1207 -0.5784 4.8396
H 1.5463 1.3628 3.1661
H 1.4997 2.1343 1.5979
H 1.8396 -0.8628 1.5375
H 3.1694 0.0105 2.2629
H 2.1426 0.6820 -0.5649
H 3.3603 -0.5057 -0.2282
H 7.1906 2.1849 0.8993
H 8.4229 2.4522 3.0034
H 7.2020 2.5472 5.1588
H 4.7280 2.3783 5.1609
H 3.5065 2.1336 3.0681
H 3.3298 3.9266 -2.2957
H 2.2501 6.1339 -2.3668
H 1.5841 7.2634 -0.2643
H 2.0287 6.1549 1.9056
H 3.1338 3.9804 1.9725
H 0.1968 3.4123 0.6391
H -0.7934 5.5644 0.1273
H -3.0439 6.1553 0.9940
H -4.2781 4.5231 2.3919
H -3.2830 2.3446 2.9096
H -0.6633 2.7669 4.6166
H -0.8323 2.5573 7.0674
H -1.1821 0.3377 8.0999
H -1.3568 -1.6717 6.6697
H -1.1933 -1.4614 4.2127
Cl 5.4463 0.4025 -3.5071
C 3.7731 0.8384 -3.8941
C 2.9899 1.4036 -2.9067
C 1.6995 1.6670 -3.3118
Cl 0.5705 2.3579 -2.1241
C 1.1860 1.4415 -4.5852
Cl -0.4423 1.8436 -5.0045
C 2.0304 0.8845 -5.5378
Cl 1.4571 0.5848 -7.1441
C 3.3401 0.5700 -5.1888
Cl 4.3902 -0.1314 -6.3814
C -4.8491 -4.9491 -2.4632
C -5.5436 -3.6300 -2.7816
C -6.8511 -3.5446 -2.0050
C -7.4739 -2.1654 -2.1058
C -6.5048 -1.1546 -1.5681
C -6.9133 -0.0396 -0.8729
C -5.9697 0.8778 -0.4234
F -6.4181 1.9589 0.2642
C -4.6345 0.7207 -0.6593
C -4.2016 -0.4085 -1.3658
C -2.7427 -0.5519 -1.6300
O -1.9832 0.2584 -1.0966
C -2.3919 -1.6513 -2.5119
C -3.3665 -2.5353 -2.8352
N -4.6755 -2.4839 -2.4661
C -5.1306 -1.3592 -1.7931
C -1.0178 -1.9626 -3.1800
O -0.9435 -3.0793 -3.7008
O -0.1713 -1.0460 -3.1690
H -5.5544 -5.7665 -2.6159
H -4.5263 -4.9578 -1.4221
H -3.9808 -5.1365 -3.0881
H -5.7739 -3.5956 -3.8548
H -6.6556 -3.7802 -0.9550
H -7.5229 -4.3123 -2.3930
H -8.4167 -2.1151 -1.5587
H -7.6986 -1.9443 -3.1552
H -7.9629 0.1366 -0.6771
H -3.8979 1.4342 -0.3170
H -3.0557 -3.3702 -3.4467
C 1.8628 -4.2374 -3.3183
C 2.3991 -4.6313 -1.9744
C 3.7271 -4.9497 -1.7656
C 4.1813 -5.2673 -0.4918
Cl 5.8733 -5.6756 -0.2627
C 3.3305 -5.2535 0.5905
C 1.9885 -4.9375 0.4011
C 1.5219 -4.6489 -0.8761
O 0.2462 -4.3569 -1.1810
C -0.6829 -4.1980 -0.1263
C -0.3382 -3.0249 0.8200
O -0.6182 -3.1685 2.0170
O 0.1915 -2.0411 0.2595
H 2.6508 -4.2556 -4.0707
H 1.4224 -3.2401 -3.2820
H 1.0533 -4.8998 -3.6249
H 4.4202 -4.9364 -2.5958
H 3.7046 -5.4735 1.5807
H 1.3266 -4.8920 1.2535
H -0.8012 -5.1241 0.4450
H -1.6123 -3.9591 -0.6451
```

Values from the calculation:
Charge: -2
Frontier orbital gap in eV: 6.184
Spin multiplicity: 1
F_max in eV Å⁻¹: 0.5
Energy above the lowest of the compared OMol25 structures with the same formula, charge and spin in kJ/mol: 5.9
HOMO in eV: -2.836



[2]
A structure of composition C56H45Cl6FNNaO6Sb2 at a distorted geometry. Source: the OMol25 dataset; level of theory: wB97M-V/def2-TZVPD.

Structure (XYZ):
```
118
C56H45Cl6FNNaO6Sb2 | the OMol25 dataset | wB97M-V/def2-TZVPD
Na 0.4513 -0.7420 0.6854
C -3.2536 1.3818 -1.0487
C -3.3119 2.5025 0.0012
C -2.4923 2.2914 1.2855
Sb -0.3250 2.1448 1.0660
C -0.2392 4.2858 0.5496
C -0.6462 5.2889 1.4349
C -0.5687 6.6339 1.0897
C -0.0743 7.0082 -0.1563
C 0.3502 6.0312 -1.0448
C 0.2709 4.6859 -0.6898
C -0.0035 2.7128 3.1352
C -0.9165 2.4644 4.1592
C -0.6001 2.7248 5.4916
C 0.6484 3.2331 5.8210
C 1.5689 3.4997 4.8100
C 1.2432 3.2446 3.4856
Sb -1.4692 1.4946 -2.2708
C -2.5149 3.0522 -3.4729
C -2.5260 4.3781 -3.0236
C -3.3266 5.3488 -3.6198
C -4.1370 5.0186 -4.6971
C -4.1187 3.7159 -5.1846
C -3.3155 2.7509 -4.5816
C -1.8508 -0.0403 -3.7095
C -0.7599 -0.4883 -4.4556
C -0.9024 -1.5278 -5.3678
C -2.1422 -2.1319 -5.5437
C -3.2331 -1.7010 -4.7972
C -3.0828 -0.6682 -3.8797
H -4.0962 1.4803 -1.7355
H -3.2940 0.3931 -0.5831
H -4.3599 2.6289 0.2984
H -3.0218 3.4552 -0.4587
H -2.8026 1.3670 1.7842
H -2.6828 3.1255 1.9644
H -1.0258 5.0141 2.4139
H -0.8866 7.3930 1.7944
H -0.0194 8.0564 -0.4300
H 0.7429 6.3137 -2.0150
H 0.6153 3.9332 -1.3912
H -1.9018 2.0707 3.9184
H -1.3272 2.5122 6.2699
H 0.9112 3.4131 6.8588
H 2.5494 3.8900 5.0607
H 1.9778 3.4425 2.7094
H -1.8976 4.6707 -2.1880
H -3.3179 6.3652 -3.2403
H -4.7778 5.7668 -5.1512
H -4.7357 3.4471 -6.0347
H -3.3122 1.7479 -4.9889
H 0.2190 -0.0433 -4.3047
H -0.0375 -1.8852 -5.9166
H -2.2541 -2.9503 -6.2461
H -4.1986 -2.1829 -4.9106
H -3.9408 -0.3533 -3.2894
Cl 1.3272 -4.8650 0.9589
C 1.8599 -3.8568 -0.4057
C 1.7491 -2.4898 -0.2681
C 2.1449 -1.7742 -1.3928
Cl 2.0095 -0.0187 -1.3441
C 2.6303 -2.3595 -2.5619
Cl 3.1341 -1.3981 -3.9291
C 2.7276 -3.7477 -2.6370
Cl 3.3251 -4.5132 -4.0762
C 2.3339 -4.5137 -1.5394
Cl 2.4649 -6.2480 -1.6152
C 1.3708 -0.8402 8.1066
C 0.4305 -1.9088 7.5454
C -0.7856 -2.0462 8.4492
C -1.8085 -3.0012 7.8532
C -2.2286 -2.4926 6.5019
C -3.5122 -2.6587 6.0354
C -3.8614 -2.1796 4.7777
F -5.1387 -2.3409 4.3694
C -2.9540 -1.5688 3.9659
C -1.6393 -1.3985 4.4170
C -0.6512 -0.7966 3.4904
O -1.0047 -0.4644 2.3515
C 0.6798 -0.6638 4.0350
C 0.9196 -1.0500 5.3060
N 0.0085 -1.5820 6.1659
C -1.2820 -1.8209 5.7039
C 1.8777 -0.0564 3.2790
O 2.9199 0.0968 3.9492
O 1.6619 0.2180 2.0743
H 1.4476 -0.9634 9.1894
H 0.9716 0.1548 7.8902
H 2.3746 -0.8979 7.6877
H 0.9521 -2.8717 7.5248
H -1.2417 -1.0590 8.5847
H -0.4440 -2.3946 9.4248
H -2.6788 -3.1011 8.5026
H -1.3589 -3.9957 7.7562
H -4.2569 -3.1685 6.6391
H -3.2184 -1.2110 2.9763
H 1.9296 -0.8984 5.6652
C -6.3299 -1.4063 -1.7115
C -5.6225 -2.5750 -2.3410
C -6.1966 -3.3137 -3.3636
C -5.5102 -4.3797 -3.9297
Cl -6.2702 -5.3061 -5.2119
C -4.2343 -4.6979 -3.5123
C -3.6387 -3.9564 -2.4984
C -4.3416 -2.9210 -1.8934
O -3.8701 -2.1715 -0.8750
C -2.6263 -2.5567 -0.2639
C -1.3956 -2.0989 -1.0827
O -0.9579 -2.8786 -1.9367
O -0.9591 -0.9440 -0.7560
H -7.2833 -1.2190 -2.2062
H -5.7146 -0.5044 -1.7709
H -6.5106 -1.5855 -0.6485
H -7.1848 -3.0580 -3.7272
H -3.6877 -5.5026 -3.9872
H -2.6003 -4.1287 -2.2361
H -2.5972 -3.6399 -0.1255
H -2.6065 -2.0570 0.7039
```

Values from the calculation:
Charge: -2
Frontier orbital gap in eV: 6.128
Spin multiplicity: 1
F_max in eV Å⁻¹: 1.7
Energy above the lowest of the compared OMol25 structures with the same formula, charge and spin in kJ/mol: 0.0
HOMO in eV: -2.845



[3]
A cluster of 8 separate species, C56H45IN2O21P2S in total at a distorted geometry. Source: the OMol25 dataset; level of theory: wB97M-V/def2-TZVPD.

Structure (XYZ):
```
128
C56H45IN2O21P2S | the OMol25 dataset | wB97M-V/def2-TZVPD
O 6.3939 -3.8482 -2.2980
C 5.7406 -3.6673 -1.2021
I 6.8994 -2.9829 0.5339
C 4.1593 -3.9864 -1.1828
C 3.2361 -2.7414 -1.7042
C 3.6739 -1.2447 -1.4416
N 2.9395 -0.0470 -1.8082
C 1.7026 -0.4484 -2.4706
C 0.7031 0.7409 -2.9201
C -0.6832 0.4741 -3.6682
P -1.8982 1.8702 -4.1726
P -3.0679 2.2097 -2.3229
O -3.0990 0.8069 -1.6130
O -4.6770 2.7149 -2.6358
O -2.1622 3.3194 -1.3550
C -1.1240 -1.0333 -4.0223
C -2.5370 -1.2536 -4.7702
C -2.7478 -2.7528 -5.3719
C -3.3056 -3.6837 -4.1421
C -4.9374 -3.8712 -4.2437
S -5.8521 -2.6022 -3.1817
O -5.1189 -2.3323 -1.8702
O -5.9517 -1.2601 -3.9262
O -7.3811 -3.2197 -2.7448
C -0.1479 -2.1870 -3.5717
C 1.2410 -1.9191 -2.7927
N 2.0180 -3.0935 -2.4090
H 3.9764 -4.8464 -1.9567
H 3.7932 -4.4123 -0.1625
H 4.6837 -1.0827 -0.8740
H 0.9345 1.8649 -2.6977
H -1.1527 3.0782 -4.5034
H -5.2536 2.2038 -1.9910
H -1.7354 2.7292 -0.6609
H -2.7076 -0.5209 -5.6529
H -3.3631 -1.1026 -3.9618
H -1.7692 -3.1593 -5.8402
H -3.6082 -2.6628 -6.1553
H -2.9729 -3.2995 -3.1019
H -2.8483 -4.7503 -4.3082
H -5.3322 -3.7171 -5.3226
H -5.2609 -4.9194 -3.8485
H -8.0908 -2.5633 -2.9817
H -0.4713 -3.2745 -3.7897
O -8.8392 -9.9843 -3.8791
C -8.6253 -8.7860 -3.8164
C -8.3530 -7.9910 -5.0320
C -8.1166 -6.6798 -4.9623
C -8.1189 -5.9660 -3.6673
O -7.9037 -4.7607 -3.6038
C -8.3909 -6.7607 -2.4519
C -8.6272 -8.0728 -2.5222
H -8.3559 -8.5285 -5.9725
H -7.9147 -6.0820 -5.8428
H -8.3880 -6.2236 -1.5135
H -8.8289 -8.6703 -1.6431
O -1.0746 0.9446 0.8262
C -1.2981 -0.0238 1.5327
C -0.3186 -0.4825 2.5388
C -0.5642 -1.5439 3.3093
C -1.8261 -2.3042 3.1902
O -2.0504 -3.2725 3.8958
C -2.8052 -1.8446 2.1835
C -2.5595 -0.7832 1.4130
H 0.6003 0.0859 2.6138
H 0.1424 -1.8945 4.0513
H -3.7242 -2.4128 2.1080
H -3.2659 -0.4320 0.6703
O -0.3311 7.0620 0.4655
C -0.1694 6.0844 1.1762
C 0.5400 6.1839 2.4693
C 0.7182 5.1124 3.2454
C 0.2129 3.7820 2.8460
O 0.3746 2.8031 3.5563
C -0.4957 3.6842 1.5536
C -0.6741 4.7539 0.7784
H 0.9037 7.1661 2.7482
H 1.2361 5.1673 4.1951
H -0.8603 2.7033 1.2705
H -1.1923 4.6966 -0.1713
O 5.8743 -0.0905 0.8885
C 6.0786 1.1105 0.9517
C 6.3504 1.9075 -0.2624
C 6.5759 3.2207 -0.1919
C 6.5618 3.9340 1.1023
O 6.7661 5.1345 1.1657
C 6.2901 3.1367 2.3159
C 6.0647 1.8236 2.2454
H 6.3564 1.3699 -1.2028
H 6.7775 3.8198 -1.0713
H 6.2841 3.6740 3.2563
H 5.8634 1.2246 3.1248
O -7.8882 -7.4886 -0.0123
C -7.1764 -7.5923 0.9738
C -5.7954 -8.1071 0.8720
C -5.0184 -8.2223 1.9507
C -5.5050 -7.8386 3.2924
O -4.7947 -7.9422 4.2760
C -6.8863 -7.3236 3.3938
C -7.6631 -7.2085 2.3150
H -5.4539 -8.3831 -0.1181
H -4.0044 -8.5983 1.8943
H -7.2280 -7.0475 4.3838
H -8.6771 -6.8325 2.3711
O 4.1862 12.7574 3.2270
C 3.5388 11.7516 3.4577
C 4.1980 10.4463 3.6697
C 3.4878 9.3448 3.9203
C 2.0128 9.3832 3.9981
O 1.3644 8.3760 4.2292
C 1.3535 10.6882 3.7862
C 2.0635 11.7898 3.5356
H 5.2794 10.4352 3.6101
H 3.9545 8.3802 4.0773
H 0.2720 10.6990 3.8458
H 1.5967 12.7542 3.3786
O 9.0135 2.3939 4.3074
C 9.9724 3.0262 3.8967
C 11.3092 2.8758 4.5077
C 12.3573 3.5695 4.0593
C 12.2265 4.5162 2.9319
O 13.1843 5.1476 2.5219
C 10.8895 4.6665 2.3209
C 9.8417 3.9728 2.7695
H 11.3885 2.1778 5.3322
H 13.3436 3.4721 4.4957
H 10.8101 5.3645 1.4965
H 8.8557 4.0702 2.3331
```

Values from the calculation:
Charge: 0
Frontier orbital gap in eV: 6.729
Spin multiplicity: 1
F_max in eV Å⁻¹: 8.3
HOMO in eV: -8.625



[4]
A structure of composition C56H47AsCl2CoN5O4Te. Source: the OMol25 dataset; level of theory: wB97M-V/def2-TZVPD.

Structure (XYZ):
```
117
C56H47AsCl2CoN5O4Te | the OMol25 dataset | wB97M-V/def2-TZVPD
Co 1.1463 0.0194 0.1294
Cl 8.0043 -0.4218 1.7398
C 6.5266 -0.1522 0.8609
C 5.3257 -0.5252 1.4424
C 4.1172 -0.3169 0.7732
N 2.8664 -0.6909 1.2229
C 2.6664 -1.2545 2.4116
O 3.4536 -1.4950 3.3341
C 1.2542 -1.7683 2.5503
C 0.8196 -2.2612 3.7768
C -0.3986 -2.9049 3.8502
C -1.1343 -3.0605 2.6805
C -0.6428 -2.5057 1.5134
N 0.5146 -1.8489 1.4419
C 4.1372 0.3024 -0.5056
C 5.3614 0.6542 -1.0761
C 6.5479 0.4289 -0.3965
Cl 8.0448 0.8825 -1.1544
N 2.8927 0.5989 -1.0448
C 2.7486 1.2518 -2.2009
O 3.5370 1.3743 -3.1479
C 1.4632 2.0366 -2.2325
C 1.2418 2.9708 -3.2401
C 0.2096 3.8800 -3.0923
C -0.5454 3.8430 -1.9269
C -0.2836 2.8448 -1.0009
N 0.6720 1.9386 -1.1669
H 5.3104 -0.9695 2.4229
H 1.4747 -2.1449 4.6285
H -0.7638 -3.3070 4.7868
H -2.0670 -3.6100 2.6722
H -1.1980 -2.6073 0.5873
H 5.3821 1.1100 -2.0521
H 1.9123 2.9717 -4.0882
H 0.0098 4.6229 -3.8541
H -1.3289 4.5648 -1.7384
H -0.8625 2.7604 -0.0870
C -2.8711 2.7392 5.6210
C -1.9012 2.3972 4.5147
C -0.5644 2.7951 4.5811
C 0.3552 2.4564 3.6116
C 1.7818 2.8498 3.7653
O 2.7099 2.1138 3.5208
C 2.0736 4.2306 4.3052
C 1.2380 5.3245 4.0955
C 1.5906 6.5779 4.5752
C 2.7782 6.7491 5.2709
C 3.6269 5.6670 5.4674
C 3.2780 4.4192 4.9797
C -0.0304 1.6569 2.4639
O 0.8285 1.3636 1.5947
C -1.4315 1.2974 2.3771
C -2.3006 1.6682 3.4163
C -1.9723 0.5719 1.2348
N -1.2697 0.1249 0.2503
C -1.9644 -0.5557 -0.8467
C -2.4526 0.4292 -1.9126
Te -2.5085 -0.3231 -3.9208
C -4.1760 -1.6179 -3.6564
C -4.1414 -2.6810 -2.7603
C -5.2255 -3.5394 -2.6491
C -6.3482 -3.3546 -3.4437
C -6.3891 -2.2957 -4.3393
C -5.3103 -1.4293 -4.4404
C -3.4659 0.3799 1.2241
C -4.0370 -0.7847 1.7267
C -5.4101 -0.9740 1.6782
C -6.2281 0.0065 1.1345
C -5.6673 1.1769 0.6447
C -4.2934 1.3628 0.6925
H -2.4216 3.4448 6.3198
H -3.1581 1.8457 6.1816
H -3.7854 3.1881 5.2271
H -0.2351 3.3546 5.4507
H 0.3187 5.1985 3.5388
H 0.9381 7.4255 4.4047
H 3.0446 7.7262 5.6555
H 4.5625 5.8076 5.9940
H 3.9348 3.5677 5.1037
H -3.3376 1.3590 3.3586
H -2.8259 -1.1288 -0.4910
H -1.2555 -1.2517 -1.2910
H -1.7627 1.2597 -1.9961
H -3.4393 0.8172 -1.6663
H -3.2636 -2.8439 -2.1461
H -5.1908 -4.3635 -1.9474
H -7.1858 -4.0368 -3.3717
H -7.2664 -2.1395 -4.9548
H -5.3466 -0.5923 -5.1271
H -3.3951 -1.5398 2.1633
H -5.8442 -1.8872 2.0658
H -7.3011 -0.1341 1.1002
H -6.3014 1.9490 0.2271
H -3.8500 2.2812 0.3238
C 0.2169 -3.5630 -2.2571
As 1.3516 -2.0044 -1.7754
C 2.8477 -3.0562 -1.1011
C 2.0429 -1.5988 -3.5997
C 2.1550 -2.7450 -4.5456
C 3.3258 -3.5012 -4.6049
C 3.4550 -4.5522 -5.4998
C 2.4119 -4.8737 -6.3563
C 1.2398 -4.1316 -6.3082
C 1.1160 -3.0805 -5.4135
H 0.7973 -4.2698 -2.8493
H -0.6492 -3.2459 -2.8377
H -0.1263 -4.0573 -1.3456
H 3.0331 -3.9187 -1.7420
H 2.6111 -3.3946 -0.0923
H 3.7404 -2.4324 -1.0441
H 3.0219 -1.1514 -3.4348
H 1.3917 -0.8228 -4.0037
H 4.1506 -3.2453 -3.9491
H 4.3801 -5.1144 -5.5375
H 2.5143 -5.6901 -7.0604
H 0.4213 -4.3728 -6.9760
H 0.2012 -2.4995 -5.3853
```

Values from the calculation:
Charge: -1
Frontier orbital gap (alpha / beta) in eV: 5.879 / 5.826
Spin multiplicity: 4
F_max in eV Å⁻¹: 0.6
HOMO (alpha / beta) in eV: -4.134 / -4.081